Formula: C7H16N2O3PPd
Source: the Open Molecules 2025 dataset
Level of theory: wB97M-V/def2-TZVPD

```
30
Properties=species:S:1:pos:R:3:forces:R:3
C 4.548 -0.323 -0.048 0.451 -0.211 -0.040
O 3.606 0.733 0.206 -0.099 -0.679 -0.790
C 2.336 0.434 -0.400 0.034 -0.695 0.419
C 1.356 -0.117 0.738 0.245 0.066 -0.269
C 0.417 1.029 1.313 0.359 0.255 0.432
C -1.114 0.649 1.409 1.274 0.212 0.840
N -1.521 0.017 0.111 -2.236 0.356 0.341
C -2.627 -0.934 0.257 0.012 -1.292 -0.485
C -2.244 -2.186 -0.687 3.532 1.945 -2.445
O -2.904 -3.287 -0.725 -1.058 -0.003 -0.644
O -1.206 -2.064 -1.455 -3.583 -0.659 2.998
P -1.780 1.178 -1.180 1.132 1.427 -0.129
N -1.418 2.684 -0.786 -1.048 -1.229 -0.485
H 5.373 -0.265 0.717 -0.916 0.029 -0.783
H 5.007 -0.222 -1.084 -0.583 -0.133 1.146
H 4.039 -1.327 0.036 0.606 0.900 -0.045
H 1.955 1.370 -0.899 0.234 -0.877 0.589
H 2.476 -0.367 -1.198 -0.226 1.013 0.856
H 0.812 -0.999 0.292 0.099 1.002 0.539
H 1.990 -0.528 1.583 -0.602 0.467 -1.109
H 0.761 1.288 2.361 -0.452 -0.242 -1.159
H 0.606 1.962 0.697 -0.655 -1.035 0.699
H -1.233 -0.098 2.259 0.054 0.637 -1.307
H -1.781 1.533 1.667 0.932 -0.982 -0.394
H -3.622 -0.550 -0.111 0.860 -0.289 0.495
H -2.743 -1.350 1.303 0.184 0.762 -1.111
H -0.951 0.754 -2.269 -0.518 -0.353 0.674
H -3.136 1.036 -1.602 0.421 -0.483 0.069
H -2.282 3.231 -0.897 0.498 0.092 0.336
Pd -4.721 -3.280 -1.605 1.049 0.001 0.761
```
Positions in Å, forces in eV/Å.

Calculated values
HOMO energy: -11.586 eV
Orbital gap: 2.4 eV
LUMO level: -9.169 eV
Charge: +1

Results of the natural (NBO) charge analysis, in e, for atoms 1 through 8: number 1, C, carries -0.263; number 2, O, carries -0.548; number 3, C, carries -0.066; number 4, C, carries -0.453; number 5, C, carries -0.437; number 6, C, carries -0.235; number 7, N, carries -0.651; number 8, C, carries -0.335



Formula: C7H16N2Si
Source: the Open Molecules 2025 dataset
Level of theory: wB97M-V/def2-TZVPD

```
26
Properties=species:S:1:pos:R:3:forces:R:3
C -2.708 -0.991 0.182 -0.291 -0.153 0.291
C -1.993 -1.470 -0.796 1.292 1.885 -0.008
C 3.686 -0.665 0.034 -0.155 0.211 0.060
C -3.332 0.383 2.023 -0.335 -0.131 0.499
C 2.542 0.300 -0.261 0.048 -0.223 -0.089
C 1.571 -0.288 -1.278 -0.060 0.461 -0.086
C 0.514 0.710 -1.771 0.361 -0.412 -0.586
N -2.471 0.118 0.904 -0.040 0.311 -0.125
N -0.607 0.934 -0.954 -1.166 -1.771 0.444
Si -0.951 1.007 0.673 -0.398 0.021 -0.181
H -3.572 -1.579 0.512 0.045 -0.114 -0.151
H -1.810 -2.023 -1.673 0.025 -0.334 -0.522
H 4.338 -0.267 0.807 0.129 -0.043 0.081
H 3.295 -1.625 0.370 0.029 -0.090 0.051
H 4.281 -0.836 -0.863 0.056 -0.052 -0.044
H -4.382 0.388 1.718 0.013 0.070 0.074
H -3.201 -0.361 2.818 -0.063 0.106 0.037
H -3.087 1.360 2.428 -0.066 0.090 0.082
H 2.010 0.534 0.661 0.010 0.071 0.068
H 2.949 1.239 -0.650 -0.029 0.014 0.018
H 2.141 -0.639 -2.143 0.054 -0.077 -0.049
H 1.053 -1.145 -0.842 -0.030 -0.130 -0.037
H 0.146 0.382 -2.756 0.209 0.139 0.041
H 1.006 1.682 -1.937 0.037 -0.015 -0.102
H -1.326 2.380 1.040 -0.026 0.239 0.247
H -0.092 0.472 1.754 0.348 -0.073 -0.011
```
Positions in Å, forces in eV/Å.

Calculated values
HOMO energy: -8.072 eV
Orbital gap: 6.8 eV
LUMO level: -1.234 eV

Results of the natural (NBO) charge analysis, in e, for atoms 1 through 8: number 1, C, carries -0.063; number 2, C, carries -0.030; number 3, C, carries -0.599; number 4, C, carries -0.405; number 5, C, carries -0.397; number 6, C, carries -0.410; number 7, C, carries -0.224; number 8, N, carries -0.766



Formula: C7H16N5
Source: the Open Molecules 2025 dataset
Level of theory: wB97M-V/def2-TZVPD

```
28
Properties=species:S:1:pos:R:3:forces:R:3
C -1.594 2.193 0.851 2.386 -2.407 0.079
C -0.713 0.527 2.299 -1.488 2.467 0.877
C 0.254 0.860 0.152 -0.980 -0.608 -3.411
C -0.007 0.132 -2.289 1.812 0.177 -0.298
C -1.093 -1.473 -0.656 -2.985 1.784 -3.290
C 1.480 -1.203 -0.642 -1.706 -1.173 1.987
C 0.144 -0.653 -1.037 -0.600 2.814 3.248
N -0.858 1.723 -0.059 0.009 1.320 -0.990
N -1.496 1.639 2.180 -2.549 1.348 0.503
N 0.176 0.315 1.406 2.381 -2.050 1.005
N -0.808 -0.199 3.378 0.696 -2.697 0.569
N 1.561 1.473 -0.039 -1.533 -0.734 1.873
H -2.207 2.998 0.587 -1.410 0.946 0.433
H -0.988 0.205 -2.663 -1.177 -0.042 -0.420
H 0.664 -0.300 -2.993 0.150 -0.593 -1.221
H 0.394 1.143 -2.195 -0.347 0.008 -0.014
H -1.513 -2.089 -1.590 1.242 1.172 1.800
H -1.119 -2.164 0.161 0.460 -0.073 0.698
H -1.975 -0.656 -0.588 1.675 -1.850 0.299
H 1.918 -1.805 -1.375 0.912 -0.902 -1.165
H 1.228 -1.897 0.245 0.893 0.787 -1.119
H 2.081 -0.364 -0.318 0.802 -0.550 -0.218
H -2.327 1.855 2.848 2.226 -0.926 -1.535
H 0.948 -0.350 1.502 -0.589 -0.158 0.788
H -1.441 0.027 4.122 -0.092 -0.148 0.057
H -0.468 -1.175 3.246 -0.475 1.167 0.862
H 1.752 1.722 -0.970 0.209 0.621 -1.165
H 1.723 2.209 0.632 0.076 0.301 -0.231
```
Positions in Å, forces in eV/Å.

Calculated values
HOMO energy: -12.270 eV
Orbital gap: 9.3 eV
LUMO level: -3.002 eV
Charge: +1

Results of the natural (NBO) charge analysis, in e, for atoms 1 through 8: number 1, C, carries 0.277; number 2, C, carries 0.679; number 3, C, carries 0.395; number 4, C, carries -0.645; number 5, C, carries -0.671; number 6, C, carries -0.674; number 7, C, carries 0.092; number 8, N, carries -0.452



Formula: C7H16NO2Si
Source: the Open Molecules 2025 dataset
Level of theory: wB97M-V/def2-TZVPD

```
27
Properties=species:S:1:pos:R:3:forces:R:3
C -1.084 0.397 1.439 -0.404 0.532 1.460
C -0.682 -1.833 0.256 3.827 2.836 0.558
C -1.593 -1.577 -0.882 -0.701 1.147 -1.708
C 0.090 0.093 -1.921 -2.222 0.169 -0.763
C -0.240 -0.567 1.129 -1.777 -1.650 -2.029
C 1.279 -0.118 -1.470 3.019 0.110 0.581
C 0.472 1.629 2.903 1.906 0.744 -1.257
N -0.871 -1.062 -2.118 0.047 0.138 -1.585
O -2.445 0.360 1.112 2.312 0.424 0.465
O -0.758 1.477 2.233 -2.097 0.090 -1.017
Si 2.712 1.170 -1.232 -2.192 2.079 -1.774
H -1.254 -2.393 0.857 -1.997 -2.371 2.577
H 0.287 -2.431 0.121 -1.598 0.647 -0.559
H -2.157 -2.473 -1.183 0.334 0.268 -0.057
H -2.299 -0.755 -0.774 -0.204 -0.394 1.106
H -2.779 1.150 1.539 -0.634 0.436 0.190
H -0.399 1.035 -2.219 0.526 -0.417 0.401
H 0.753 -0.454 1.426 1.349 -0.139 0.362
H 1.612 -1.130 -1.262 -0.323 -0.236 -0.036
H 1.325 1.427 2.096 -1.379 0.724 1.995
H 0.524 0.908 3.705 0.282 -0.375 0.217
H 0.546 2.692 3.386 -0.299 -1.988 -1.359
H -0.336 -1.909 -2.394 -0.321 0.969 -0.776
H -1.569 -0.692 -2.878 1.553 -1.616 1.588
H 3.434 1.147 0.003 0.409 -0.500 0.599
H 1.998 2.524 -1.368 0.129 -0.765 0.605
H 3.434 1.385 -2.505 0.458 -0.862 0.215
```
Positions in Å, forces in eV/Å.

Calculated values
HOMO energy: -11.948 eV
Orbital gap: 8.7 eV
LUMO level: -3.231 eV
Charge: +1

Results of the natural (NBO) charge analysis, in e, for atoms 1 through 8: number 1, C, carries 0.608; number 2, C, carries -0.460; number 3, C, carries -0.213; number 4, C, carries -0.039; number 5, C, carries -0.407; number 6, C, carries -0.539; number 7, C, carries -0.250; number 8, N, carries -0.546



Formula: C7H16NOPS2
Source: the Open Molecules 2025 dataset
Level of theory: wB97M-V/def2-TZVPD

```
28
Properties=species:S:1:pos:R:3:forces:R:3
C -0.151 -2.419 -1.566 0.069 0.004 0.219
C 0.815 -2.682 -0.417 0.114 -0.054 -0.189
C 2.244 -2.227 -0.712 -0.210 0.031 0.270
C 2.412 -0.720 -0.843 0.100 0.025 0.078
H 3.457 -0.475 -1.027 -0.042 0.053 -0.073
H 1.804 -0.303 -1.650 0.155 0.003 0.060
S 1.953 0.178 0.687 -0.297 0.136 -0.520
P 0.253 1.223 0.031 -0.105 -0.052 -0.272
S 0.060 1.484 -1.903 0.048 -0.101 0.838
O 0.387 2.590 0.860 0.327 -0.386 -0.248
C -0.700 3.033 1.666 -0.471 0.348 0.220
C -2.028 2.693 1.005 0.139 -0.086 0.032
C -2.266 1.187 1.058 -0.404 0.142 0.044
N -1.007 0.470 0.869 0.514 0.106 -0.362
H -1.146 -0.487 0.574 0.136 -0.033 0.064
H -2.653 0.900 2.044 -0.040 0.080 -0.134
H -3.008 0.905 0.301 0.067 0.017 0.086
H -1.973 3.021 -0.037 -0.090 0.072 0.071
H -2.845 3.218 1.497 -0.005 0.017 -0.017
H -0.631 2.567 2.655 0.044 0.066 -0.028
H -0.569 4.113 1.764 -0.027 -0.169 0.047
H 2.581 -2.677 -1.649 0.078 -0.063 -0.004
H 2.898 -2.581 0.087 0.082 -0.090 -0.060
H 0.835 -3.754 -0.210 -0.018 0.016 0.096
H 0.469 -2.182 0.491 0.009 -0.093 0.062
H -1.139 -2.809 -1.327 -0.123 -0.028 -0.050
H 0.196 -2.909 -2.473 -0.004 -0.053 -0.148
H -0.246 -1.356 -1.775 -0.044 0.090 -0.082
```
Positions in Å, forces in eV/Å.

Calculated values
HOMO energy: -8.572 eV
Orbital gap: 9.3 eV
LUMO level: 0.761 eV

Results of the natural (NBO) charge analysis, in e, for atoms 1 through 8: number 1, C, carries -0.629; number 2, C, carries -0.401; number 3, C, carries -0.410; number 4, C, carries -0.523; number 5, H, carries 0.226; number 6, H, carries 0.255; number 7, S, carries -0.051; number 8, P, carries 1.568



Formula: C7H16NOS
Source: the Open Molecules 2025 dataset
Level of theory: wB97M-V/def2-TZVPD

```
26
Properties=species:S:1:pos:R:3:forces:R:3
C -2.806 1.368 0.730 -2.199 1.728 1.475
C -2.694 0.202 0.197 3.097 -2.107 -1.771
C 1.473 1.626 -0.287 -1.682 -1.929 0.853
C 1.625 0.019 1.876 0.149 0.367 -1.515
C 1.669 -1.805 -0.578 1.427 1.087 -1.099
C 0.906 0.479 0.621 -1.557 -1.115 -0.251
C 0.557 -0.851 -0.195 -0.933 0.608 2.049
N -2.656 -0.293 -1.141 -2.173 0.266 0.983
O -0.206 -0.379 -1.350 6.333 0.293 -3.813
S -0.860 -1.798 0.539 -0.425 1.105 1.422
H -2.483 1.795 1.719 -0.091 -0.873 -1.234
H -3.716 1.922 0.284 1.426 -0.501 0.420
H 1.696 2.499 0.273 -0.427 0.948 0.584
H 0.699 1.753 -1.058 0.702 0.618 0.123
H 2.416 1.364 -0.679 1.089 -0.624 -0.919
H 2.195 0.782 2.322 0.708 0.993 0.649
H 0.958 -0.403 2.566 -1.022 -0.406 1.032
H 2.258 -0.766 1.570 1.287 -0.731 0.158
H 2.508 -1.314 -1.204 -1.389 -0.290 0.767
H 1.231 -2.577 -1.203 0.250 -0.541 0.274
H 2.237 -2.162 0.303 -0.835 -0.219 -0.561
H -0.137 0.660 0.963 0.698 1.002 -0.377
H -1.191 -0.477 -1.233 -1.791 0.130 -1.298
H -3.330 0.210 -1.785 0.928 -0.745 0.725
H -2.790 -1.307 -1.073 -0.610 0.293 -0.505
H 0.441 -0.547 -2.178 -2.960 0.639 1.831
```
Positions in Å, forces in eV/Å.

Calculated values
HOMO energy (alpha / beta): -12.922 / -12.836 eV
Orbital gap (alpha / beta): 7.6 / 7.3 eV
LUMO level (alpha / beta): -5.352 / -5.535 eV
Charge: +1

Results of the natural (NBO) charge analysis, in e, for atoms 1 through 8: number 1, C, carries -0.521; number 2, C, carries 0.375; number 3, C, carries -0.619; number 4, C, carries -0.610; number 5, C, carries -0.714; number 6, C, carries -0.239; number 7, C, carries 0.182; number 8, N, carries -0.898



Number 1: M 313.610 g mol⁻¹, strongest force on any atom 4.72 eV/A. Number 2: M 156.305 g mol⁻¹, strongest force on any atom 2.29 eV/A. Number 3: M 170.240 g mol⁻¹, strongest force on any atom 4.79 eV/A. Number 4: M 174.296 g mol⁻¹, strongest force on any atom 4.80 eV/A. Number 5: M 225.319 g mol⁻¹, strongest force on any atom 0.85 eV/A. Number 6: M 162.278 g mol⁻¹, strongest force on any atom 7.40 eV/A.